ORCA calculation (ωB97M-V/def2-TZVPD) on a cluster of 2 separate species, C26H55BN4O8PS2 in total.

LUMO: -2.28 eV
Total charge: +1
E_tot: -3007.028273 hartree
Strongest force on any atom: 0.99 eV Å⁻¹
Multiplicity: 1

Each line ends with the Mulliken charge.
CARTESIAN COORDINATES (ANGSTROEM)
C  4.094  -0.209  2.817  -1.462
C  3.245  0.195  1.584  0.633
C  2.493  -1.024  1.052  -0.522
N  2.006  -0.893  -0.324  0.294
C  0.865  -0.164  -0.778  -0.463
C  1.265  0.405  -2.159  -1.013
C  2.286  1.545  -2.045  -0.832
C  1.694  2.958  -2.189  -0.146
C  2.148  3.969  -1.134  -1.009
O  2.693  3.338  0.022  -0.306
C  2.595  4.100  1.203  -0.764
C  0.357  0.925  0.165  1.515
C  -0.173  0.510  1.549  1.440
C  -0.945  1.649  2.220  -1.248
O  -2.337  1.665  1.895  -0.583
O  -0.655  1.699  -0.461  -0.150
C  -1.518  1.129  -1.417  -2.421
C  -1.619  -0.433  -1.519  1.558
B  -1.952  -0.760  -3.049  0.437
O  -1.423  -1.900  -3.648  -0.609
O  -2.697  0.147  -3.714  -0.589
C  -3.406  -0.216  -4.907  -0.777
P  -3.276  -0.822  -0.673  -0.431
C  -3.558  -2.623  -0.866  -0.390
O  -2.857  -0.833  0.908  -0.311
N  -0.338  -1.152  -1.080  0.923
C  -0.419  -2.275  -0.091  1.077
C  -0.344  -3.644  -0.780  -1.449
C  -0.645  -4.805  0.171  -0.763
S  0.685  -5.029  1.376  -0.206
C  0.168  -4.154  2.820  0.213
S  1.328  -3.622  3.827  -0.132
N  -1.217  -4.089  2.991  0.386
C  -1.731  -2.909  3.704  -0.472
C  -1.878  -3.127  5.197  -0.752
O  -2.778  -4.208  5.393  -0.421
C  -2.169  -5.399  4.948  -0.653
C  -1.825  -5.362  3.456  -0.775
H  5.159  -0.155  2.576  0.346
H  3.932  0.465  3.657  0.363
H  3.895  -1.237  3.128  0.354
H  2.566  0.988  1.897  -0.404
H  3.908  0.554  0.797  0.375
H  3.209  -1.854  1.037  0.592
H  1.720  -1.347  1.761  -0.234
H  2.136  -1.736  -0.860  0.425
H  0.415  0.743  -2.747  -0.051
H  1.716  -0.429  -2.715  0.843
H  3.009  1.394  -2.851  0.491
H  2.842  1.443  -1.114  -0.019
H  0.601  2.947  -2.204  -0.126
H  1.993  3.361  -3.159  0.615
H  1.270  4.551  -0.815  0.461
H  2.857  4.701  -1.536  0.398
H  1.780  3.731  1.839  0.195
H  3.529  4.013  1.763  0.235
H  2.426  5.160  0.996  0.400
H  1.199  1.609  0.324  -0.687
H  -0.792  -0.384  1.516  -1.329
H  0.666  0.297  2.216  0.394
H  -0.857  1.526  3.305  0.402
H  -0.476  2.609  1.976  0.332
H  -2.543  2.511  1.517  0.335
H  -1.234  1.527  -2.395  0.253
H  -2.522  1.521  -1.222  0.811
H  -1.972  -2.679  -3.678  0.332
H  -2.718  -0.317  -5.749  0.337
H  -3.957  -1.149  -4.760  0.289
H  -4.126  0.576  -5.102  0.270
H  -4.642  -2.767  -0.850  0.494
H  -3.136  -3.169  -0.023  -0.190
H  -3.187  -3.025  -1.807  0.180
H  -3.213  -0.059  1.349  0.365
H  -0.004  -1.607  -1.935  1.076
H  0.445  -2.217  0.566  -1.012
H  -1.287  -2.201  0.555  -0.099
H  0.700  -3.778  -1.101  0.507
H  -0.959  -3.680  -1.679  0.383
H  -1.603  -4.706  0.682  0.176
H  -0.685  -5.733  -0.407  0.597
H  -1.114  -2.033  3.490  0.084
H  -2.729  -2.711  3.296  0.306
H  -2.300  -2.240  5.669  0.390
H  -0.915  -3.382  5.649  0.337
H  -2.895  -6.200  5.105  0.353
H  -1.278  -5.622  5.549  0.332
H  -2.728  -5.572  2.871  0.380
H  -1.121  -6.168  3.236  0.526
O  2.005  5.738  -3.721  -0.602
C  1.673  6.905  -3.824  0.661
N  0.672  7.433  -3.072  -0.348
C  2.346  7.849  -4.790  -0.995
H  0.389  8.391  -3.144  0.187
H  0.201  6.832  -2.419  0.207
H  2.237  7.453  -5.798  0.266
H  3.407  7.894  -4.551  0.259
H  1.932  8.855  -4.758  0.350